CH5N3O | ωB97M-V with the def2-TZVPD basis set

The geometry in XYZ format:
```
10
Properties=species:S:1:pos:R:3:forces:R:3
C -1.5434 -0.0575 -0.0066 -0.44 -0.70 -0.26
N 1.2653 -0.1330 0.3032 -0.28 0.22 -0.48
O 2.2407 0.8434 -0.0218 -0.45 -0.22 0.13
N -0.4253 -1.1177 -0.8854 -0.47 0.57 0.57
N 0.1052 -0.0106 -0.6277 1.22 0.17 0.25
H 2.1248 1.5070 0.6696 0.11 -0.10 -0.08
H 1.6670 -1.0485 0.0873 0.03 0.06 -0.01
H -1.2833 0.4814 0.9055 0.22 -0.02 -0.17
H -2.0436 -0.9812 0.3046 -0.03 0.04 -0.01
H -2.1075 0.5166 -0.7287 0.08 -0.01 0.06
```
Positions in Å, forces in eV/Å.

The total energy is -280.36000 a.u. The relative energy (zero: lowest compared OMol25 entry of this formula, charge and spin) is 6.6532 eV. The calculation puts the frontier orbital gap at 8.930 eV. The HOMO energy comes out at -8.01 eV. Its net charge is 0.

=====

CH5N3O | ωB97M-V with the def2-TZVPD basis set

The geometry in XYZ format:
```
10
Properties=species:S:1:pos:R:3:forces:R:3
C -0.0948 0.3773 -0.4617 0.92 -0.73 3.38
H 1.7412 -0.4642 -0.2042 -1.30 0.56 -1.17
H 1.2229 -0.4810 -1.8138 -0.04 -0.44 -2.02
H -0.7564 1.2280 -1.9070 -0.29 0.39 -0.89
H -0.8234 0.7067 1.4258 0.86 -1.16 -0.67
H -0.6570 -1.6376 0.6704 2.24 1.29 2.99
N 1.0569 -0.1325 -0.9282 2.20 -0.55 1.72
N -1.0368 1.0327 -0.9643 -0.47 0.18 -0.31
N -0.0464 0.1519 0.9739 -1.63 4.63 -0.51
O 0.0033 -1.1226 1.3787 -2.48 -4.19 -2.53
```
Positions in Å, forces in eV/Å.

The total energy is -280.52690 a.u. As for the SMILES: [H]/N=C(\N)NO. The relative energy (zero: lowest compared OMol25 entry of this formula, charge and spin) is 2.1119 eV. The calculation puts the frontier orbital gap at 9.987 eV. The HOMO energy comes out at -9.28 eV. Its net charge is 0.

=====

CH5N3O2S | ωB97M-V with the def2-TZVPD basis set

The geometry in XYZ format:
```
12
Properties=species:S:1:pos:R:3:forces:R:3
C 0.0201 -0.5203 -0.3663 -0.34 4.01 -2.25
N 0.5979 -1.4260 -1.1756 0.36 -2.26 1.57
N -0.3552 -0.8635 0.8369 0.60 -1.88 0.42
N -0.1975 0.7527 -0.6824 -0.26 -0.48 -0.78
O 0.8113 2.6144 0.9648 -0.39 -0.16 -0.18
O -1.2567 1.5810 1.6860 -0.64 -1.09 0.79
S -0.5625 2.2742 0.6264 1.07 1.37 -0.74
H 0.8951 -2.2289 -0.5959 -0.05 0.38 -1.41
H 0.9600 -1.3658 -2.1116 -0.13 0.64 0.29
H 0.0211 -1.7844 1.0437 -0.78 0.55 1.34
H -0.7806 -0.1291 1.4219 0.22 -0.50 0.34
H -0.1530 1.0957 -1.6479 0.34 -0.59 0.61
```
Positions in Å, forces in eV/Å.

The total energy is -754.03574 a.u. The relative energy (zero: lowest compared OMol25 entry of this formula, charge and spin) is 0.0481 eV. The calculation puts the frontier orbital gap at 9.288 eV. The HOMO energy comes out at -9.02 eV. Its net charge is 0.

=====

CH5N3O2S | ωB97M-V with the def2-TZVPD basis set

The geometry in XYZ format:
```
12
Properties=species:S:1:pos:R:3:forces:R:3
C 1.0331 0.4426 -0.4849 3.96 1.11 2.24
N -0.5963 -1.3652 -0.1033 0.94 -4.60 -0.30
N 0.5782 0.8168 0.6604 -1.21 -0.11 3.42
N 0.2578 0.6095 -1.4780 -2.05 2.13 0.27
O -1.9830 0.5116 0.1527 0.39 -0.68 1.73
O -1.0819 -0.5423 2.2788 0.03 -0.06 0.79
S -1.0584 -0.3818 0.8736 -1.76 3.80 -1.50
H 2.0899 0.1663 -0.4301 -0.14 -0.37 -1.36
H 0.0498 -2.0584 0.3216 -0.67 0.44 -0.30
H 1.1111 0.7945 1.5545 -0.03 -0.15 -1.56
H 0.2608 0.1109 -2.2984 0.29 -1.27 -2.01
H -0.6612 0.8956 -1.0471 0.25 -0.24 -1.42
```
Positions in Å, forces in eV/Å.

The total energy is -753.94574 a.u. The relative energy (zero: lowest compared OMol25 entry of this formula, charge and spin) is 2.4971 eV. The calculation puts the frontier orbital gap at 10.503 eV. The HOMO energy comes out at -10.07 eV. Its net charge is 0.

=====

CH5N3O3 | ωB97M-V with the def2-TZVPD basis set

The geometry in XYZ format:
```
12
Properties=species:S:1:pos:R:3:forces:R:3
C -1.8957 -0.1622 -0.5725 -1.00 0.38 2.37
N 1.3049 -0.5588 -0.5069 -1.12 -0.45 -0.71
N 2.5500 -0.2898 -0.1501 -0.87 1.69 1.14
N 0.2715 0.0725 -0.2144 1.51 -0.76 -0.13
O 0.3404 1.1895 0.6351 0.59 0.06 0.53
O -2.0408 -0.9947 0.5414 0.25 -1.71 -4.08
O -2.1495 1.0288 -0.4837 0.21 -1.58 -0.71
H -1.6592 -0.8277 -1.4156 -0.32 0.68 -0.09
H 2.6262 0.5687 0.3804 0.84 -0.21 0.08
H 3.3257 -0.8767 -0.4350 -0.76 0.23 -0.03
H -2.0705 -0.5340 1.3265 -0.35 2.03 2.61
H -0.6030 1.3844 0.8946 1.02 -0.35 -0.97
```
Positions in Å, forces in eV/Å.

The total energy is -430.97378 a.u. As for the SMILES: N/N=N\O.O=CO. The relative energy (zero: lowest compared OMol25 entry of this formula, charge and spin) is 1.3393 eV. The calculation puts the frontier orbital gap at 10.415 eV. The HOMO energy comes out at -9.67 eV. Its net charge is 0.

=====

CH5N3OS | ωB97M-V with the def2-TZVPD basis set

The geometry in XYZ format:
```
11
Properties=species:S:1:pos:R:3:forces:R:3
C -0.6344 -0.3331 0.2192 2.55 0.07 1.73
N 0.3424 -1.2395 -0.4310 0.15 0.87 2.35
N -0.2310 1.1014 0.2341 0.59 -1.07 -0.48
N 1.1916 0.4577 -1.7843 -2.84 0.31 -1.85
O 0.4944 -0.8201 -1.7722 1.65 0.59 0.89
S 0.0953 1.6992 -1.4209 0.80 -1.48 1.28
H -1.4223 -0.5246 -0.3710 -3.68 -0.20 -1.68
H -0.7813 -0.6843 1.2938 0.17 0.46 -1.41
H 1.1765 -1.0528 0.1989 -0.12 -0.52 -1.87
H -0.9497 1.5908 0.7313 -0.30 0.74 -0.02
H 2.0458 0.3235 -1.3136 1.03 0.24 1.04
```
Positions in Å, forces in eV/Å.

The total energy is -678.62883 a.u. As for the SMILES: C1NONSN1. The relative energy (zero: lowest compared OMol25 entry of this formula, charge and spin) is 4.0036 eV. The calculation puts the frontier orbital gap at 9.438 eV. The HOMO energy comes out at -8.79 eV. Its net charge is 0.